{
  "formula": "C15H31HgNO2P2",
  "method": "the ωB97M-V functional and the def2-TZVPD basis",
  "symbols": ["P", "P", "C", "C", "H", "H", "H", "H", "C", "H", "H", "H", "C", "H", "H", "H", "C", "H", "H", "H", "C", "H", "H", "H", "Hg", "C", "C", "C", "C", "C", "C", "C", "C", "C", "H", "H", "H", "H", "H", "H", "H", "H", "H", "H", "H", "H", "H", "H", "H", "O", "N", "O"],
  "positions_angstrom": [[0.53796, -1.66461, -1.45173], [0.64632, 1.92998, -0.69346], [0.64873, -0.20859, -2.49965], [1.51817, 0.87144, -1.86438], [-0.35323, 0.15934, -2.74635], [1.10399, -0.52331, -3.44811], [2.37778, 0.44287, -1.32842], [1.92879, 1.53974, -2.63750], [0.22186, 3.41464, -1.69062], [-0.12171, 4.22875, -1.04559], [-0.55175, 3.22277, -2.44026], [1.12071, 3.76561, -2.22563], [1.83156, 2.53428, 0.49012], [2.27706, 3.46438, 0.11135], [2.62902, 1.78540, 0.61253], [1.35516, 2.76361, 1.45438], [-0.33031, -2.81042, -2.56140], [-0.42788, -3.78946, -2.08319], [0.19460, -2.91317, -3.51188], [-1.34178, -2.43722, -2.75776], [2.16861, -2.33054, -1.19493], [2.91481, -1.53760, -1.12459], [2.41114, -2.96287, -2.05590], [2.19250, -2.94151, -0.28940], [2.25464, 0.51531, 2.96643], [-1.27779, 1.27924, -0.49932], [-2.12638, 0.39777, -1.20767], [-3.30761, -0.12296, -0.51379], [-3.10077, -1.48531, 0.22870], [-1.96945, -2.23994, -0.26942], [-0.61151, -1.83184, -0.05013], [-0.34195, -0.66532, 1.02266], [-1.08078, 0.68342, 0.95973], [2.21129, -0.91056, 4.54785], [-1.70251, 2.30808, -0.38674], [-2.15347, 0.56014, -2.27378], [-4.10260, -0.27972, -1.25371], [-3.66276, 0.58597, 0.23039], [-3.02717, -1.35176, 1.31697], [-3.95217, -2.13206, 0.01589], [-2.09168, -3.24783, -0.67403], [-0.06105, -2.66937, 0.43707], [0.74138, -0.41694, 1.03472], [-0.47639, -1.07226, 2.04560], [-2.04620, 0.58529, 1.49275], [-0.54830, 1.38299, 1.64543], [2.93901, -0.65413, 5.32916], [2.49131, -1.86777, 4.08631], [1.24617, -1.05831, 5.05320], [-0.49141, 1.75679, 4.06018], [0.08186, 2.90188, 4.06797], [1.21417, 3.04567, 3.56997]],
  "forces_ev_per_angstrom": [[-2.6, -0.8, -1.8], [-2.0, 0.2, -2.1], [0.5, 0.7, -0.2], [0.9, 0.4, -0.4], [0.2, -0.3, 0.3], [0.1, -0.2, 0.2], [-0.1, 0.1, -0.2], [0.0, -0.3, 0.1], [0.7, 0.2, -0.3], [0.0, -0.2, 0.0], [0.0, -0.2, 0.2], [-0.2, 0.0, 0.3], [0.3, 0.4, 0.2], [-0.2, -0.1, -0.1], [-0.4, 0.2, 0.2], [0.3, -0.1, 0.0], [0.3, -0.3, -0.4], [0.1, 0.1, -0.1], [0.1, -0.1, 0.0], [0.3, 0.2, 0.2], [0.5, -0.2, 0.1], [0.0, -0.1, 0.1], [0.0, 0.1, 0.2], [0.1, 0.1, -0.1], [-0.1, 0.5, 0.0], [0.2, 0.7, 4.2], [1.9, -0.6, -2.5], [-0.5, -1.0, 0.5], [-1.2, 0.0, -0.2], [0.3, -0.9, -0.7], [2.2, 1.8, 2.8], [0.1, -0.2, 0.1], [-0.8, 0.6, 0.7], [0.0, -1.2, 1.1], [0.7, 0.0, 0.0], [-0.8, 0.3, -0.4], [0.1, 0.1, 0.2], [-0.5, 0.2, 0.1], [-0.1, 0.0, -0.1], [-0.4, 0.2, 0.4], [-0.2, 0.4, 0.2], [-0.1, -0.1, -0.2], [-0.2, -0.4, -0.4], [-0.2, 0.1, -0.6], [0.4, 0.1, -0.5], [-0.2, -0.4, -0.4], [0.0, 0.0, -0.3], [0.1, 0.2, 0.2], [0.1, 0.4, -0.4], [2.1, 1.7, -0.7], [-1.8, -0.7, 0.7], [0.0, -1.2, -0.4]],
  "e_tot_ha": -1631.07812,
  "lumo_ev": [-0.4, -0.4],
  "relative_energy_ev": 0.315,
  "charge": 0
}

---

{
  "formula": "C36H41CeF5N2S",
  "method": "the ωB97M-V functional and the def2-TZVPD basis",
  "symbols": ["Ce", "C", "C", "C", "C", "C", "C", "C", "C", "C", "C", "H", "H", "H", "H", "H", "H", "H", "H", "H", "H", "H", "H", "H", "H", "C", "N", "C", "C", "C", "N", "C", "C", "H", "H", "H", "H", "H", "H", "H", "H", "H", "H", "H", "H", "H", "H", "H", "H", "C", "C", "C", "C", "C", "C", "C", "C", "C", "C", "C", "C", "C", "C", "H", "H", "H", "H", "H", "H", "H", "H", "H", "H", "H", "F", "C", "C", "F", "C", "F", "C", "S", "C", "F", "C", "F"],
  "positions_angstrom": [[0.04140, 0.39759, 0.50215], [-1.66410, -4.06181, -1.18155], [-2.34100, -3.38701, 0.01415], [-3.14200, -2.20281, -0.52765], [-1.37340, -3.00441, 1.11695], [-1.50570, -1.80871, 1.83645], [-0.67930, -1.52801, 2.93475], [0.30920, -2.42181, 3.33365], [1.10990, -2.17321, 4.57355], [0.45160, -3.59891, 2.60375], [-0.37620, -3.88831, 1.53515], [-2.42390, -4.40561, -1.87815], [-1.06120, -4.91751, -0.90145], [-1.02950, -3.35091, -1.70305], [-3.04320, -4.10461, 0.45785], [-2.46590, -1.44921, -0.95125], [-3.77380, -1.74621, 0.22925], [-3.79640, -2.54521, -1.32495], [-2.38150, -1.18321, 1.68955], [-0.90230, -0.67411, 3.56845], [0.69270, -2.75591, 5.39455], [1.07720, -1.12671, 4.86945], [2.14570, -2.48101, 4.45295], [1.19930, -4.31741, 2.90615], [-0.26240, -4.84001, 1.04325], [3.69820, -0.49621, -0.06935], [2.89440, 0.25899, 0.90645], [2.96970, -0.42441, 2.20765], [3.49580, 1.60309, 1.01215], [2.54450, 2.66999, 1.54505], [1.38830, 2.94369, 0.66735], [0.67380, 4.08149, 1.26765], [1.83310, 3.35049, -0.67915], [4.76940, -0.40321, 0.14235], [3.50190, -0.11511, -1.07115], [3.43810, -1.55131, -0.04685], [4.00880, -0.52841, 2.54725], [2.53670, -1.42301, 2.12315], [2.42160, 0.13889, 2.96455], [3.83710, 1.89459, 0.01745], [4.38020, 1.57679, 1.66385], [3.13340, 3.58939, 1.68505], [2.14810, 2.37549, 2.52365], [1.30040, 4.98119, 1.28775], [0.39090, 3.84879, 2.29215], [-0.23110, 4.29629, 0.69985], [2.61560, 4.11949, -0.63025], [0.98550, 3.76459, -1.22535], [2.19460, 2.48809, -1.24305], [2.49330, -4.52381, -1.70795], [2.26480, -4.16271, -3.02485], [1.59620, -2.99061, -3.31085], [1.13680, -2.13771, -2.29975], [1.35290, -2.53701, -0.97855], [2.02790, -3.70931, -0.68995], [0.44710, -0.92141, -2.71475], [0.11730, 0.16379, -1.97135], [-0.49470, 1.30249, -2.71085], [-0.46320, 1.44229, -4.10465], [-1.07990, 2.50009, -4.74345], [-1.75240, 3.46939, -4.01925], [-1.76950, 3.38059, -2.63675], [-1.12930, 2.33419, -1.99885], [3.02080, -5.43551, -1.47835], [2.60080, -4.80211, -3.82745], [1.41600, -2.71971, -4.34075], [0.94280, -1.93111, -0.15105], [2.17440, -3.99771, 0.33965], [0.24200, -0.94611, -3.78215], [0.05760, 0.71699, -4.70895], [-1.03950, 2.56029, -5.82105], [-2.23930, 4.29009, -4.52235], [-2.27810, 4.13589, -2.05595], [-1.10450, 2.33019, -0.89565], [-5.88650, 4.18509, -0.18605], [-4.83040, 3.64369, 0.41745], [-4.29170, 2.44599, -0.04445], [-4.81580, 1.80709, -1.09125], [-3.19600, 1.91249, 0.60835], [-2.64600, 0.72969, 0.14175], [-2.58230, 2.50259, 1.71605], [-1.25890, 1.77839, 2.54645], [-3.15360, 3.70759, 2.15905], [-2.60480, 4.32499, 3.20675], [-4.25180, 4.26959, 1.52645], [-4.75670, 5.41649, 1.97295]],
  "forces_ev_per_angstrom": [[0.9, 0.3, 0.2], [-0.1, 0.0, 0.2], [-0.1, 0.1, -0.3], [0.1, -0.1, 0.2], [-0.1, 0.2, 0.1], [-0.1, -0.3, 0.3], [-0.1, -0.2, 0.1], [-0.1, 0.2, -0.1], [0.0, 0.0, 0.1], [-0.1, 0.1, -0.1], [0.0, 0.1, 0.1], [-0.1, -0.1, -0.1], [0.1, -0.2, 0.0], [0.0, 0.0, -0.1], [0.0, 0.0, 0.0], [-0.1, 0.0, 0.0], [0.0, 0.1, 0.0], [0.0, 0.0, -0.1], [0.2, 0.1, -0.2], [0.1, 0.0, -0.2], [0.0, 0.0, 0.1], [0.0, 0.0, 0.0], [0.1, 0.0, 0.0], [0.1, -0.1, 0.0], [0.0, -0.1, -0.1], [0.0, -0.1, -0.2], [-0.2, 0.0, 0.1], [0.0, 0.0, 0.0], [-0.4, 0.4, 0.0], [0.2, -0.3, -0.1], [0.1, -0.2, -0.1], [-0.2, 0.1, 0.2], [-0.1, -0.1, -0.1], [0.0, 0.0, 0.1], [0.0, 0.0, 0.0], [0.0, 0.1, 0.0], [0.0, 0.0, 0.0], [0.0, 0.0, 0.0], [0.0, 0.0, 0.1], [0.0, 0.0, 0.1], [0.0, -0.1, -0.1], [-0.1, 0.0, 0.0], [0.1, 0.1, 0.0], [0.1, 0.0, -0.2], [0.0, 0.0, -0.1], [0.0, 0.0, 0.0], [0.0, -0.1, 0.0], [0.1, -0.1, 0.0], [0.0, 0.1, 0.0], [0.0, 0.0, 0.0], [0.0, -0.1, 0.0], [-0.1, 0.1, 0.1], [0.1, -0.4, 0.1], [-0.2, 0.3, -0.1], [-0.1, 0.1, 0.3], [-0.1, 0.5, 0.4], [-0.1, -0.2, -0.2], [-0.1, 0.4, 0.0], [0.0, 0.0, 0.2], [0.0, 0.0, -0.1], [0.0, 0.0, 0.1], [-0.1, 0.2, 0.1], [0.3, -0.5, 0.2], [0.0, -0.1, 0.1], [0.0, 0.0, -0.1], [0.0, 0.1, -0.1], [0.3, -0.5, -0.3], [0.1, 0.0, 0.1], [-0.1, 0.1, 0.0], [0.1, 0.0, -0.1], [0.0, 0.0, -0.1], [-0.1, 0.1, 0.0], [0.0, 0.1, 0.1], [-0.2, 0.1, -0.4], [0.2, -0.1, 0.1], [0.2, -0.1, 0.2], [0.0, -0.1, -0.1], [0.0, 0.2, 0.2], [0.4, 0.1, 0.4], [-0.3, 0.5, 0.0], [-1.0, 0.5, -0.5], [0.4, -0.5, 0.3], [0.2, -0.4, -0.3], [-0.2, 0.1, -0.1], [-0.1, 0.0, -0.1], [0.0, -0.1, -0.1]],
  "s2": 0.75,
  "e_tot_ha": -2878.32085,
  "lumo_ev": [-2.9, -2.9],
  "multiplicity": 2,
  "relative_energy_ev": 0.163,
  "charge": 1
}

---

{
  "formula": "C2H4Cl2S",
  "method": "the ωB97M-V functional and the def2-TZVPD basis",
  "symbols": ["C", "C", "S", "Cl", "Cl", "H", "H", "H", "H"],
  "positions_angstrom": [[-0.66586, 0.60332, 0.17115], [1.38002, -0.01192, -0.07474], [1.28031, -1.71223, 0.77100], [2.34516, 1.14341, 0.71021], [1.82134, -0.09694, -1.77080], [-0.83586, -0.01878, 1.03950], [-0.48328, 1.65761, 0.39691], [-1.17301, 0.42893, -0.83220], [0.41936, -2.17400, -0.20102]],
  "forces_ev_per_angstrom": [[3.5, -0.3, -1.8], [-4.4, -0.8, 0.3], [0.1, 1.1, -1.3], [0.5, 0.4, 0.9], [-0.2, -0.2, -0.1], [-0.5, 0.0, -0.3], [-0.3, -0.3, -0.1], [0.6, 0.0, 1.7], [0.6, 0.3, 0.7]],
  "e_tot_ha": -1397.08198,
  "lumo_ev": 0.4,
  "relative_energy_ev": 2.487,
  "charge": 0
}

---

{
  "formula": "C6H14N2O",
  "method": "the ωB97M-V functional and the def2-TZVPD basis",
  "symbols": ["C", "C", "C", "C", "C", "N", "C", "O", "N", "H", "H", "H", "H", "H", "H", "H", "H", "H", "H", "H", "H", "H", "H"],
  "positions_angstrom": [[0.50813, -0.75353, -0.14944], [-0.58577, 1.34989, 1.46569], [-2.04921, 0.45661, -0.23774], [0.17225, -1.77967, -1.17883], [1.05528, -1.26230, 1.14386], [-0.68664, 0.73140, 0.16575], [0.87773, 0.59754, -0.61563], [0.51490, 0.83490, -1.95154], [2.03746, 1.00672, -0.11168], [0.81305, 1.72340, -2.18407], [2.45944, 1.73632, -0.68449], [0.45274, 1.61196, 1.65576], [-1.16083, 2.28110, 1.49253], [-0.96544, 0.69531, 2.26567], [-2.51840, -0.28909, 0.42203], [-2.65631, 1.36654, -0.18367], [-2.05627, 0.12196, -1.27144], [0.57126, -2.76339, -0.93378], [0.55265, -1.59039, -2.18430], [-0.90388, -1.85658, -1.33198], [1.79026, -2.04588, 0.95450], [1.55282, -0.49422, 1.72633], [0.22482, -1.67858, 1.72648]],
  "forces_ev_per_angstrom": [[-0.9, 2.1, 0.1], [0.0, -0.5, 0.5], [0.1, 0.1, -0.3], [-0.8, -0.4, -0.6], [-0.4, 0.3, 0.3], [0.2, -1.3, 0.9], [3.4, -1.3, -1.5], [0.0, 0.0, 0.2], [-1.2, 0.7, -0.2], [0.0, -0.2, 0.1], [-0.3, 0.3, 0.2], [0.1, -0.1, 0.0], [-0.1, -0.1, -0.2], [0.1, 0.1, 0.0], [0.1, 0.0, -0.2], [0.1, 0.0, 0.0], [-0.1, -0.1, 0.0], [-0.2, 0.0, 0.5], [0.2, 0.6, 0.2], [-0.2, -0.2, 0.2], [-0.1, -0.1, -0.1], [-0.1, 0.1, -0.1], [0.2, -0.2, 0.0]],
  "e_tot_ha": -421.63684,
  "lumo_ev": 0.8,
  "relative_energy_ev": 4.447,
  "charge": 0
}

---

{
  "formula": "C13H13ClN2O2Pt",
  "method": "the ωB97M-V functional and the def2-TZVPD basis",
  "symbols": ["Cl", "C", "C", "C", "H", "C", "C", "H", "H", "H", "C", "Pt", "C", "C", "O", "O", "H", "H", "H", "N", "C", "C", "C", "N", "C", "C", "H", "H", "H", "H", "H", "H"],
  "positions_angstrom": [[0.88254, -1.68295, -2.93764], [3.09798, 0.37633, 0.46524], [2.40710, 1.44422, 1.16862], [1.76559, 2.25510, 0.22556], [2.47747, 1.61377, 2.24015], [1.96670, 1.74971, -1.07838], [2.81109, 0.56586, -0.97914], [3.39446, 0.12242, -1.78365], [3.91553, -0.23607, 0.83867], [1.25318, 3.19433, 0.44149], [1.44840, 2.30441, -2.34128], [1.44620, -0.89776, -0.10417], [1.44014, -1.87041, 1.51919], [1.06993, -2.44090, -1.29830], [1.35419, -2.52901, 2.46572], [0.96063, -3.61909, -1.14728], [0.39068, 2.58207, -2.23821], [1.53903, 1.56258, -3.14202], [1.99911, 3.20693, -2.64095], [-4.70587, -0.64889, 1.39768], [-3.41364, -0.58778, 0.98779], [-2.43058, 0.05118, 1.77910], [-1.10456, -0.00762, 1.37825], [-0.74492, -0.67323, 0.26016], [-1.67622, -1.15286, -0.58684], [-3.02425, -1.14696, -0.24928], [-4.99851, -0.27992, 2.29188], [-5.41140, -1.13242, 0.86167], [-2.69887, 0.55094, 2.70814], [-0.31143, 0.47364, 1.95975], [-1.33956, -1.55610, -1.54488], [-3.76015, -1.59146, -0.91703]],
  "forces_ev_per_angstrom": [[0.1, 0.4, -0.4], [0.2, 1.6, -0.6], [1.3, -0.7, 0.5], [-0.3, 0.8, -0.1], [-0.1, 0.0, -0.2], [0.3, -0.2, -0.7], [0.6, 0.8, 1.2], [-0.2, 0.1, 0.0], [-0.2, 0.2, 0.2], [0.0, -0.4, 0.0], [-0.2, -0.2, -0.3], [-1.4, 0.5, -1.3], [-0.4, -3.5, 5.9], [-0.6, -5.0, -1.0], [0.4, 2.2, -3.4], [0.3, 2.9, -0.1], [0.2, 0.1, 0.0], [0.0, 0.3, 0.1], [-0.1, -0.1, 0.1], [0.8, 0.1, -0.2], [-1.3, -0.1, 0.4], [1.0, 0.0, -0.1], [-1.1, -0.1, 0.4], [0.8, 0.9, -0.2], [-1.1, -0.3, 0.2], [1.0, 0.0, -0.2], [0.1, 0.0, -0.2], [0.2, 0.1, 0.0], [0.1, -0.1, -0.2], [-0.3, -0.3, -0.1], [-0.2, 0.1, 0.5], [0.2, 0.2, 0.1]],
  "s2": 6.01,
  "e_tot_ha": -1341.88964,
  "lumo_ev": [-6.7, -11.2],
  "multiplicity": 5,
  "relative_energy_ev": 0.000,
  "charge": 2
}

---

> What is the formula in the fourth record?

C6H14N2O